ORCA calculation (ωB97M-V/def2-TZVPD) on C62H54F9GeN7PRuS as an isolated structure.

Last column: Löwdin charge in e.
CARTESIAN COORDINATES (ANGSTROEM)
Ru (0.298, 1.273, -0.367)  0.982
C (3.098, -0.686, -3.360)  -0.007
C (4.285, -0.686, -2.656)  -0.007
C (4.256, -0.274, -1.335)  0.003
C (3.062, 0.131, -0.766)  -0.245
N (1.905, 0.197, -1.472)  0.025
C (1.950, -0.231, -2.734)  -0.125
C (3.010, 0.581, 0.643)  -0.180
C (4.038, 0.453, 1.569)  0.037
C (3.876, 1.027, 2.819)  0.010
C (2.714, 1.719, 3.131)  0.014
C (1.706, 1.773, 2.184)  -0.189
N (1.872, 1.189, 0.991)  0.027
C (0.399, 2.448, 2.348)  -0.192
C (0.098, 3.205, 3.468)  0.006
C (-1.149, 3.799, 3.586)  -0.008
C (-2.072, 3.591, 2.579)  -0.020
C (-1.696, 2.839, 1.479)  -0.142
N (-0.481, 2.306, 1.322)  -0.005
H (3.048, -1.002, -4.392)  0.130
H (5.213, -0.992, -3.118)  0.132
H (5.167, -0.260, -0.755)  0.122
H (1.033, -0.182, -3.296)  0.083
H (4.949, -0.068, 1.324)  0.123
H (4.667, 0.948, 3.553)  0.132
H (2.613, 2.195, 4.095)  0.113
H (0.839, 3.346, 4.240)  0.119
H (-1.391, 4.402, 4.450)  0.132
H (-3.067, 4.009, 2.622)  0.129
H (-2.401, 2.650, 0.683)  0.092
C (2.675, -1.099, 6.881)  -0.026
C (2.206, -2.272, 6.303)  -0.039
C (1.156, -2.224, 5.400)  -0.084
C (0.559, -0.995, 5.088)  -0.303
C (1.047, 0.182, 5.669)  -0.130
C (2.098, 0.128, 6.566)  -0.053
Ge (-0.975, -1.001, 3.978)  1.313
C (-1.390, -2.599, 3.046)  -0.314
C (-0.388, -3.404, 2.489)  -0.140
C (-0.719, -4.621, 1.920)  -0.077
C (-2.047, -5.041, 1.904)  -0.045
C (-3.049, -4.245, 2.448)  -0.049
C (-2.725, -3.019, 3.011)  -0.094
C (-2.363, 0.253, 4.282)  -0.309
C (-3.415, 0.420, 3.373)  -0.119
C (-4.495, 1.217, 3.707)  -0.055
C (-4.530, 1.857, 4.942)  -0.032
C (-3.486, 1.708, 5.846)  -0.043
C (-2.399, 0.914, 5.518)  -0.093
H (3.488, -1.141, 7.594)  0.125
H (2.653, -3.221, 6.564)  0.123
H (0.782, -3.144, 4.971)  0.100
H (0.579, 1.133, 5.443)  0.083
H (2.463, 1.031, 7.036)  0.121
H (0.649, -3.087, 2.487)  0.084
H (0.058, -5.249, 1.505)  0.107
H (-2.302, -6.002, 1.475)  0.125
H (-4.075, -4.584, 2.445)  0.123
H (-3.507, -2.409, 3.445)  0.106
H (-3.396, -0.094, 2.419)  0.080
H (-5.321, 1.329, 3.017)  0.120
H (-5.384, 2.466, 5.207)  0.125
H (-3.530, 2.192, 6.812)  0.123
H (-1.609, 0.773, 6.244)  0.100
F (-4.719, 7.425, -3.611)  0.164
C (-3.489, 7.597, -3.103)  -0.590
F (-3.600, 8.329, -1.988)  0.154
F (-2.774, 8.297, -3.993)  0.166
C (-2.842, 6.258, -2.830)  -0.088
C (-2.488, 5.453, -3.909)  0.028
C (-1.916, 4.218, -3.681)  -0.077
C (-1.702, 3.753, -2.376)  -0.327
C (-2.039, 4.582, -1.317)  -0.065
C (-2.609, 5.831, -1.539)  0.017
P (-0.892, 2.117, -2.213)  1.012
C (-1.952, 0.961, -3.151)  -0.339
C (-3.200, 1.323, -3.654)  -0.043
C (-4.054, 0.367, -4.194)  0.029
C (-3.665, -0.960, -4.230)  -0.095
C (-2.420, -1.338, -3.742)  0.005
C (-1.585, -0.387, -3.192)  -0.107
C (-4.586, -2.027, -4.773)  -0.586
F (-4.210, -2.409, -6.000)  0.170
F (-5.851, -1.608, -4.833)  0.164
F (-4.550, -3.121, -3.981)  0.135
C (0.583, 2.474, -3.219)  -0.382
C (1.628, 3.093, -2.529)  -0.107
C (2.855, 3.282, -3.137)  0.013
C (3.030, 2.866, -4.453)  -0.098
C (1.981, 2.312, -5.169)  0.023
C (0.753, 2.110, -4.547)  -0.068
C (4.403, 3.009, -5.066)  -0.586
F (4.797, 4.285, -5.091)  0.174
F (5.306, 2.323, -4.324)  0.134
F (4.452, 2.525, -6.309)  0.161
H (-2.651, 5.800, -4.921)  0.141
H (-1.632, 3.614, -4.533)  0.113
H (-1.828, 4.298, -0.300)  0.063
H (-2.859, 6.471, -0.705)  0.128
H (-3.532, 2.349, -3.623)  0.103
H (-5.023, 0.659, -4.572)  0.135
H (-2.121, -2.377, -3.771)  0.128
H (-0.659, -0.717, -2.737)  0.073
H (1.474, 3.461, -1.510)  0.103
H (3.672, 3.750, -2.604)  0.137
H (2.124, 2.025, -6.201)  0.134
H (-0.054, 1.638, -5.094)  0.121
N (-1.947, -2.224, -0.082)  0.115
C (-3.006, -1.358, -0.154)  -0.054
C (-2.460, -0.115, -0.182)  -0.151
N (-1.084, -0.224, -0.120)  -0.101
C (-0.810, -1.513, -0.056)  -0.189
H (-1.992, -3.231, -0.014)  0.142
H (-4.028, -1.690, -0.200)  0.138
H (-2.964, 0.828, -0.288)  0.103
H (0.171, -1.965, -0.048)  0.011
C (4.812, -5.234, 1.647)  -0.076
C (5.020, -4.387, 0.403)  -0.264
N (4.189, -4.825, -0.715)  0.001
C (2.956, -4.383, -0.992)  -0.758
S (2.246, -3.084, -0.155)  0.695
N (2.314, -5.016, -1.988)  0.001
C (0.988, -4.683, -2.487)  -0.262
C (-0.116, -5.494, -1.828)  -0.070
H (5.465, -4.892, 2.450)  0.080
H (5.044, -6.282, 1.456)  0.082
H (3.778, -5.164, 1.985)  0.062
H (6.056, -4.429, 0.067)  0.123
H (4.771, -3.345, 0.599)  0.063
H (4.511, -5.646, -1.208)  0.153
H (2.739, -5.852, -2.363)  0.153
H (0.998, -4.841, -3.566)  0.124
H (0.839, -3.618, -2.309)  0.064
H (0.025, -6.563, -1.986)  0.086
H (-1.087, -5.226, -2.248)  0.076
H (-0.130, -5.305, -0.752)  0.038

The charge is +3. As for the frontier orbital gap: 6.101 eV. As for the energy above the lowest of the compared OMol25 structures with the same formula, charge and spin: 0.586 eV. As for the HOMO energy: -14.789 eV.



ORCA calculation (ωB97M-V/def2-TZVPD) on C62H56FN9O5PY as an isolated structure.

Last column: Löwdin charge in e.
CARTESIAN COORDINATES (ANGSTROEM)
Y (0.053, 0.106, -0.072)  1.476
C (4.137, -1.872, 0.621)  -0.033
C (2.634, -1.833, 0.836)  -0.498
O (1.962, -1.202, -0.033)  -0.179
C (2.105, -2.477, 1.942)  -0.067
C (0.732, -2.445, 2.319)  -0.359
C (0.309, -3.284, 3.502)  -0.058
N (-0.152, -1.710, 1.696)  -0.035
N (-1.437, -1.832, 2.220)  0.045
C (-2.246, -0.896, 1.811)  -0.487
O (-1.929, 0.111, 1.092)  -0.187
C (-3.660, -0.994, 2.277)  -0.137
C (-4.014, -1.686, 3.431)  -0.038
C (-5.331, -1.695, 3.864)  -0.102
C (-6.311, -1.023, 3.144)  -0.116
C (-5.966, -0.345, 1.983)  -0.096
C (-4.647, -0.325, 1.556)  -0.024
H (4.352, -2.180, -0.404)  0.080
H (4.634, -2.546, 1.319)  0.062
H (4.530, -0.860, 0.756)  0.066
H (2.778, -3.052, 2.565)  0.078
H (1.109, -3.957, 3.810)  0.060
H (-0.582, -3.853, 3.240)  0.066
H (0.032, -2.636, 4.336)  0.071
H (-3.241, -2.212, 3.976)  0.101
H (-5.597, -2.222, 4.773)  0.092
H (-7.339, -1.028, 3.487)  0.091
H (-6.724, 0.178, 1.413)  0.094
H (-4.357, 0.210, 0.660)  0.104
C (-1.154, 4.493, 2.010)  -0.048
C (-1.996, 5.114, 1.102)  -0.062
C (-2.446, 4.396, 0.011)  -0.005
C (-2.014, 3.080, -0.168)  -0.183
N (-1.148, 2.518, 0.671)  0.090
C (-0.758, 3.193, 1.741)  -0.111
C (-2.574, 2.197, -1.224)  -0.187
C (-3.697, 2.578, -1.959)  -0.006
C (-4.318, 1.643, -2.760)  -0.051
C (-3.800, 0.364, -2.824)  -0.008
C (-2.622, 0.084, -2.137)  -0.207
N (-2.033, 0.987, -1.353)  0.121
C (-2.037, -1.278, -2.232)  -0.252
C (-2.139, -2.006, -3.414)  -0.036
C (-1.640, -3.295, -3.451)  -0.070
C (-1.071, -3.830, -2.306)  -0.050
C (-1.017, -3.033, -1.172)  -0.108
N (-1.489, -1.796, -1.130)  0.074
H (-0.797, 5.001, 2.895)  0.100
H (-2.302, 6.142, 1.249)  0.104
H (-3.116, 4.863, -0.695)  0.101
H (-0.097, 2.664, 2.418)  0.111
H (-4.100, 3.577, -1.893)  0.101
H (-5.209, 1.907, -3.316)  0.109
H (-4.308, -0.416, -3.372)  0.111
H (-2.561, -1.553, -4.301)  0.111
H (-1.690, -3.873, -4.365)  0.106
H (-0.668, -4.832, -2.299)  0.100
H (-0.569, -3.396, -0.254)  0.108
F (3.543, -0.381, 6.249)  0.056
C (3.713, 0.643, 5.374)  -0.194
C (3.008, 0.652, 4.204)  0.108
C (3.222, 1.671, 3.276)  -0.026
C (2.381, 1.713, 2.072)  -0.301
O (1.530, 0.853, 1.902)  0.006
C (2.637, 2.830, 1.202)  -0.008
C (3.629, 3.700, 1.487)  0.052
N (4.452, 3.611, 2.577)  0.001
C (5.501, 4.576, 2.749)  -0.274
C (6.398, 4.862, 1.588)  -0.077
C (6.922, 4.089, 2.760)  -0.102
C (4.201, 2.645, 3.533)  -0.119
C (4.863, 2.644, 4.765)  0.060
C (4.609, 1.657, 5.706)  -0.162
N (5.238, 1.744, 6.980)  -0.100
C (6.666, 1.529, 7.049)  -0.138
C (7.220, 2.268, 8.260)  -0.089
N (6.507, 1.768, 9.482)  0.057
C (5.025, 1.982, 9.364)  -0.084
C (4.547, 1.217, 8.137)  -0.151
C (1.780, 3.125, -0.023)  -0.610
O (1.803, 4.294, -0.426)  0.015
O (1.144, 2.152, -0.508)  -0.142
H (2.289, -0.125, 3.964)  0.142
H (3.794, 4.537, 0.823)  0.148
H (5.241, 5.407, 3.398)  0.152
H (6.729, 5.882, 1.454)  0.108
H (6.217, 4.330, 0.663)  0.107
H (7.633, 4.564, 3.424)  0.098
H (7.072, 3.025, 2.631)  0.112
H (5.562, 3.430, 5.014)  0.115
H (7.132, 1.921, 6.147)  0.137
H (6.925, 0.458, 7.129)  0.142
H (7.015, 3.333, 8.172)  0.140
H (8.290, 2.104, 8.379)  0.137
H (6.876, 2.209, 10.323)  0.183
H (6.670, 0.761, 9.557)  0.180
H (4.853, 3.048, 9.232)  0.141
H (4.539, 1.636, 10.274)  0.138
H (3.476, 1.359, 8.020)  0.149
H (4.730, 0.141, 8.292)  0.134
N (0.375, -0.142, -2.263)  -0.318
P (0.964, 0.979, -3.130)  0.749
C (2.635, 1.687, -2.771)  -0.272
C (3.490, 0.799, -2.113)  -0.075
C (4.797, 1.162, -1.833)  -0.089
C (5.261, 2.420, -2.201)  -0.117
C (4.416, 3.306, -2.852)  -0.092
C (3.109, 2.938, -3.148)  -0.093
C (-0.078, 2.418, -3.657)  -0.249
C (-0.064, 3.699, -3.110)  -0.084
C (-0.905, 4.683, -3.617)  -0.088
C (-1.775, 4.407, -4.660)  -0.106
C (-1.826, 3.122, -5.183)  -0.095
C (-0.992, 2.138, -4.678)  -0.091
C (1.401, 0.338, -4.813)  -0.278
C (1.054, -0.980, -5.086)  -0.087
C (1.363, -1.554, -6.312)  -0.093
C (2.035, -0.810, -7.272)  -0.109
C (2.391, 0.505, -7.004)  -0.095
C (2.073, 1.078, -5.782)  -0.079
H (3.083, -0.156, -1.796)  0.084
H (5.459, 0.464, -1.332)  0.090
H (6.286, 2.710, -1.989)  0.087
H (4.772, 4.291, -3.130)  0.097
H (2.457, 3.641, -3.651)  0.098
H (0.628, 3.945, -2.317)  0.075
H (-0.876, 5.677, -3.185)  0.101
H (-2.409, 5.187, -5.065)  0.094
H (-2.508, 2.889, -5.993)  0.099
H (-1.029, 1.134, -5.084)  0.104
H (0.544, -1.530, -4.301)  0.076
H (1.087, -2.581, -6.520)  0.094
H (2.289, -1.255, -8.227)  0.093
H (2.922, 1.085, -7.750)  0.095
H (2.342, 2.108, -5.582)  0.099

As for the frontier orbital gap: 3.107 eV. As for the energy above the lowest of the compared OMol25 structures with the same formula, charge and spin: 0.545 eV. As for the HOMO energy: -5.081 eV.



ORCA calculation (ωB97M-V/def2-TZVPD) on C62H57BaFNOP2Se4Te as an isolated structure.

Last column: Löwdin charge in e.
CARTESIAN COORDINATES (ANGSTROEM)
Ba (0.027, 0.654, -0.788)  1.151
O (3.698, -2.914, 1.814)  -0.058
C (3.763, -4.279, 1.703)  -0.260
C (4.946, -4.970, 1.494)  -0.020
C (4.919, -6.357, 1.427)  -0.083
C (3.726, -7.041, 1.572)  -0.094
C (2.539, -6.332, 1.729)  -0.082
C (2.525, -4.943, 1.769)  -0.272
P (1.021, -3.857, 1.826)  1.145
C (1.175, -3.221, 3.539)  -0.388
C (1.506, -4.029, 4.627)  -0.104
C (1.614, -3.480, 5.896)  -0.090
C (1.397, -2.118, 6.089)  -0.089
C (1.077, -1.306, 5.011)  -0.068
C (0.969, -1.858, 3.738)  -0.091
C (-0.306, -5.126, 1.951)  -0.382
C (-0.558, -5.891, 0.807)  -0.128
C (-1.564, -6.845, 0.793)  -0.089
C (-2.352, -7.038, 1.921)  -0.099
C (-2.136, -6.260, 3.049)  -0.089
C (-1.127, -5.302, 3.062)  -0.083
C (4.787, -2.124, 2.120)  -0.267
C (5.753, -2.488, 3.041)  -0.022
C (6.800, -1.612, 3.296)  -0.082
C (6.866, -0.390, 2.646)  -0.084
C (5.865, -0.021, 1.752)  -0.061
C (4.810, -0.880, 1.479)  -0.266
P (3.361, -0.524, 0.392)  1.104
C (3.697, -1.709, -0.971)  -0.367
C (4.972, -2.120, -1.360)  -0.096
C (5.127, -3.100, -2.332)  -0.081
C (4.013, -3.687, -2.922)  -0.078
C (2.739, -3.288, -2.545)  -0.069
C (2.590, -2.309, -1.573)  -0.110
C (3.914, 1.093, -0.250)  -0.422
C (4.632, 1.277, -1.426)  -0.096
C (5.066, 2.545, -1.783)  -0.089
C (4.801, 3.629, -0.960)  -0.095
C (4.086, 3.453, 0.218)  -0.125
C (3.624, 2.192, 0.562)  -0.151
H (5.877, -4.436, 1.370)  0.116
H (5.843, -6.898, 1.261)  0.102
H (3.711, -8.124, 1.546)  0.098
H (1.607, -6.876, 1.808)  0.097
H (1.682, -5.088, 4.476)  0.109
H (1.866, -4.113, 6.739)  0.098
H (1.480, -1.692, 7.082)  0.099
H (0.906, -0.245, 5.149)  0.104
H (0.722, -1.220, 2.895)  0.061
H (0.046, -5.731, -0.083)  0.106
H (-1.738, -7.436, -0.099)  0.101
H (-3.143, -7.779, 1.915)  0.098
H (-2.755, -6.399, 3.927)  0.100
H (-0.980, -4.693, 3.945)  0.097
H (5.686, -3.432, 3.566)  0.121
H (7.564, -1.889, 4.013)  0.102
H (7.689, 0.286, 2.841)  0.100
H (5.904, 0.946, 1.267)  0.103
H (5.846, -1.674, -0.899)  0.111
H (6.122, -3.410, -2.629)  0.100
H (4.137, -4.453, -3.679)  0.103
H (1.862, -3.728, -3.009)  0.102
H (1.591, -2.026, -1.259)  0.056
H (4.853, 0.427, -2.060)  0.085
H (5.605, 2.690, -2.712)  0.101
H (5.124, 4.621, -1.251)  0.104
H (3.853, 4.302, 0.846)  0.094
H (3.019, 2.059, 1.455)  0.086
Se (-0.201, 1.631, 2.029)  -0.354
Se (-1.079, 3.596, 1.151)  -0.195
Se (0.678, 4.666, 0.079)  -0.150
Se (1.071, 3.423, -1.846)  -0.228
C (-1.602, -3.525, -2.585)  -0.075
C (-1.907, -2.727, -3.860)  -0.370
C (-2.874, -3.502, -4.754)  -0.072
C (-0.597, -2.373, -4.543)  -0.151
C (0.014, -3.289, -5.395)  -0.059
C (1.252, -3.026, -5.963)  -0.101
C (1.901, -1.839, -5.653)  -0.056
C (1.328, -0.902, -4.799)  -0.134
C (2.046, 0.398, -4.463)  -0.365
C (1.400, 1.594, -5.174)  -0.056
C (3.540, 0.366, -4.775)  -0.080
C (0.055, -1.155, -4.246)  -0.226
N (-0.524, -0.218, -3.378)  -0.074
C (-1.570, 0.508, -3.841)  -0.320
C (-1.976, 0.619, -5.195)  -0.034
C (-3.005, 1.457, -5.593)  -0.106
C (-3.707, 2.237, -4.680)  -0.117
C (-3.365, 2.136, -3.336)  -0.027
C (-2.359, 1.287, -2.974)  -0.237
F (-2.068, 1.181, -1.604)  -0.394
H (-2.519, -3.744, -2.024)  0.062
H (-0.928, -2.968, -1.928)  0.062
H (-1.123, -4.477, -2.841)  0.080
H (-2.401, -1.806, -3.564)  0.108
H (-2.525, -4.523, -4.934)  0.067
H (-3.000, -3.007, -5.720)  0.083
H (-3.854, -3.570, -4.274)  0.076
H (-0.484, -4.226, -5.626)  0.101
H (1.720, -3.752, -6.620)  0.092
H (2.879, -1.651, -6.083)  0.098
H (1.939, 0.569, -3.387)  0.091
H (1.498, 1.473, -6.258)  0.087
H (1.892, 2.524, -4.877)  0.067
H (0.344, 1.681, -4.927)  0.056
H (4.008, 1.269, -4.378)  0.067
H (3.714, 0.357, -5.855)  0.077
H (4.032, -0.507, -4.335)  0.073
H (-1.434, 0.041, -5.935)  0.115
H (-3.255, 1.514, -6.647)  0.095
H (-4.495, 2.905, -5.000)  0.088
H (-3.878, 2.705, -2.570)  0.122
C (-4.297, 0.066, 1.444)  -0.414
Te (-3.558, -1.088, -0.205)  1.278
C (-4.663, -2.656, 0.762)  -0.437
C (-5.763, -1.954, 1.519)  -0.299
C (-6.936, -2.603, 1.887)  -0.050
C (-7.926, -1.927, 2.588)  -0.098
C (-7.742, -0.594, 2.929)  -0.096
C (-6.572, 0.059, 2.566)  -0.042
C (-5.579, -0.611, 1.859)  -0.292
H (-4.447, 1.102, 1.148)  0.062
H (-3.550, 0.048, 2.237)  0.055
H (-3.995, -3.186, 1.441)  0.052
H (-5.048, -3.369, 0.036)  0.051
H (-7.080, -3.644, 1.615)  0.109
H (-8.843, -2.437, 2.858)  0.096
H (-8.516, -0.058, 3.467)  0.097
H (-6.430, 1.103, 2.826)  0.114

The charge is -1. As for the frontier orbital gap: 5.893 eV. As for the energy above the lowest of the compared OMol25 structures with the same formula, charge and spin: 0.225 eV. As for the HOMO energy: -3.912 eV.



Q: Among the records above, which one has the highest HOMO energy?
A: C62H57BaFNOP2Se4Te



Q: Number 2 is which compound?
A: C62H56FN9O5PY